C63H58N3O2P2SSe2SiTi | ωB97M-V/def2-TZVPD

Structure (XYZ):
```
133
Properties=species:S:1:pos:R:3:forces:R:3:mulliken_charge:R:1
Ti 0.360 0.477 1.755 -0.036 1.185 2.554 -0.428
C -2.990 -0.774 3.662 0.694 0.106 -0.334 -1.562
Si -1.897 -0.712 2.037 -2.146 -0.734 0.085 2.110
C -2.163 -2.501 1.351 0.559 0.396 0.161 0.062
C -2.970 -3.450 1.969 -0.029 0.092 0.154 -0.231
C -3.199 -4.689 1.395 -0.092 -0.084 -0.008 -0.856
C -2.630 -5.005 0.171 -0.087 -0.129 0.026 -1.019
C -1.802 -4.089 -0.450 -0.063 0.043 -0.001 -0.214
C -1.563 -2.852 0.138 -0.030 0.052 -0.104 -0.135
P -0.391 -1.662 -0.601 -0.772 -0.513 -0.829 1.974
C 0.794 -2.881 -1.320 -0.028 -0.067 -0.139 -0.573
C 3.148 -2.952 -0.507 -0.019 -0.140 0.140 -0.241
C 3.833 -3.361 -1.825 0.150 -0.232 -0.095 -0.232
C 3.093 -4.344 -2.698 -0.041 -0.129 -0.120 -1.578
C 1.840 -4.171 -3.124 0.279 -0.472 0.007 -0.730
C 0.896 -3.191 -2.620 -0.286 0.291 0.225 0.389
C -1.217 -1.109 -2.138 0.177 0.225 0.265 0.230
C -0.526 -0.093 -2.797 -0.008 -0.106 0.101 0.284
C -0.983 0.406 -3.999 0.002 0.055 -0.142 -0.407
C -2.152 -0.094 -4.548 -0.045 0.025 -0.079 -1.137
C -2.861 -1.080 -3.882 -0.128 0.006 -0.113 -0.986
C -2.405 -1.586 -2.677 0.112 -0.057 0.090 -0.709
C -3.111 0.218 0.830 0.825 0.110 0.238 0.224
C -4.258 -0.381 0.316 -0.158 -0.157 0.050 0.169
C -5.180 0.335 -0.425 0.008 -0.117 0.092 -0.970
C -4.990 1.690 -0.643 0.042 0.161 -0.084 -0.860
C -3.841 2.300 -0.179 -0.089 0.039 0.018 -0.262
C -2.890 1.561 0.523 0.085 0.021 -0.073 -0.345
P -1.371 2.386 1.129 -1.203 0.282 -0.454 1.270
C -2.200 3.586 2.233 0.373 -0.173 0.319 1.062
C -2.788 2.989 3.346 -0.035 -0.003 -0.144 -0.680
C -3.463 3.745 4.282 -0.092 -0.045 0.031 -0.486
C -3.531 5.120 4.126 -0.045 0.064 -0.032 -0.689
C -2.940 5.721 3.027 -0.119 0.076 0.064 -0.724
C -2.279 4.961 2.075 0.071 -0.118 -0.122 -0.678
C -0.816 3.380 -0.295 0.257 -0.075 0.151 0.593
C 0.126 4.376 -0.037 -0.098 -0.120 0.066 -0.045
C 0.694 5.087 -1.077 0.107 0.068 -0.025 -0.903
C 0.342 4.799 -2.387 0.033 0.014 -0.013 -0.857
C -0.583 3.804 -2.651 0.101 0.035 -0.092 -0.902
C -1.153 3.085 -1.613 -0.100 -0.036 0.195 -1.072
H -4.039 -0.926 3.421 -0.120 -0.021 -0.231 0.583
H -2.933 0.130 4.262 0.058 0.125 0.077 0.361
H -2.672 -1.589 4.309 0.079 -0.055 0.023 0.207
H -3.432 -3.225 2.919 -0.068 0.026 0.101 0.497
H -3.833 -5.405 1.902 -0.029 -0.043 -0.003 0.478
H -2.833 -5.959 -0.295 0.029 -0.074 -0.007 0.413
H -1.332 -4.329 -1.394 0.019 -0.063 -0.051 0.491
H 3.758 -3.226 0.358 -0.060 -0.024 -0.133 0.682
H 4.841 -3.743 -1.634 -0.078 0.106 -0.072 0.564
H 3.699 -5.129 -3.127 -0.042 -0.111 -0.091 0.520
H 1.463 -4.823 -3.903 0.034 -0.098 -0.081 0.497
H 0.202 -2.779 -3.341 -0.077 0.142 -0.042 0.451
H 0.382 0.298 -2.356 0.027 0.038 -0.053 -0.846
H -0.428 1.184 -4.502 0.063 0.080 -0.081 0.849
H -2.511 0.288 -5.492 -0.056 0.027 -0.089 0.445
H -3.776 -1.460 -4.314 -0.107 -0.040 -0.004 0.418
H -2.968 -2.356 -2.167 -0.020 -0.046 0.051 0.428
H -4.436 -1.428 0.511 -0.044 -0.155 0.001 0.460
H -6.057 -0.159 -0.819 -0.084 -0.040 -0.005 0.459
H -5.736 2.264 -1.175 -0.015 0.057 -0.080 0.419
H -3.680 3.357 -0.347 -0.027 0.064 -0.054 0.468
H -2.711 1.915 3.452 -0.072 0.002 0.099 -0.166
H -3.924 3.267 5.134 -0.031 -0.034 0.076 0.432
H -4.037 5.722 4.867 -0.060 0.070 0.036 0.400
H -2.993 6.793 2.907 -0.002 0.097 -0.011 0.448
H -1.837 5.443 1.215 0.032 0.021 -0.010 0.509
H 0.423 4.573 0.987 0.024 0.041 -0.027 0.364
H 1.426 5.856 -0.873 0.036 0.039 0.044 0.467
H 0.805 5.339 -3.200 -0.005 0.073 -0.076 0.394
H -0.849 3.579 -3.674 -0.049 -0.060 -0.044 0.520
H -1.852 2.290 -1.835 -0.015 -0.027 -0.003 0.495
C -0.714 -5.002 4.601 0.207 0.059 0.165 -1.016
Se -0.378 -3.142 5.046 0.242 0.093 0.075 0.301
C 1.582 -3.301 5.226 -0.360 -0.283 -0.121 -0.526
C 2.235 -2.029 5.711 -0.231 0.366 -0.289 -1.064
Se 1.833 -0.376 4.637 0.183 -0.845 0.858 0.113
C 0.347 0.246 5.750 0.188 -0.003 -0.051 -0.196
H -0.096 -5.287 3.753 -0.034 -0.046 -0.043 0.251
H -1.763 -5.095 4.336 -0.019 0.008 -0.019 0.287
H -0.487 -5.617 5.468 -0.046 -0.094 -0.086 0.423
H 1.961 -3.590 4.241 0.015 -0.008 0.123 0.186
H 1.771 -4.110 5.938 0.000 0.014 -0.132 0.545
H 3.320 -2.149 5.667 -0.110 0.107 0.039 0.476
H 1.947 -1.804 6.739 0.079 0.011 -0.051 0.451
H -0.056 -0.599 6.305 -0.024 0.070 -0.018 0.542
H -0.410 0.653 5.078 0.061 -0.057 0.192 -0.614
H 0.723 1.012 6.427 -0.167 -0.015 -0.026 0.305
C 3.389 0.141 -9.624 0.108 0.018 -0.206 -0.896
O 2.545 -0.117 -8.534 -0.158 -0.121 0.431 -0.439
C 3.093 -0.610 -7.381 -0.016 0.105 0.131 0.745
C 4.387 -1.110 -7.254 -0.185 0.173 -0.348 -0.660
C 4.819 -1.606 -6.044 -0.076 0.003 0.417 -0.686
C 4.001 -1.590 -4.898 -0.525 0.643 -0.765 -0.891
C 2.703 -1.055 -5.039 0.168 -0.201 0.046 0.911
C 2.263 -0.599 -6.257 -0.030 0.087 -0.343 -0.670
N 4.459 -2.241 -3.808 1.070 -0.851 0.592 -1.811
N 3.936 -2.114 -2.607 0.102 -0.341 -0.338 0.919
C 3.419 -1.051 -1.920 -0.500 1.228 0.804 0.513
C 3.274 0.279 -2.326 0.234 -0.554 -0.086 -0.647
C 2.506 1.120 -1.540 -0.426 0.103 0.813 -0.813
C 1.927 0.655 -0.355 1.586 -1.428 -1.167 0.355
O 0.947 1.279 0.269 -0.200 0.867 -0.726 1.160
C 2.238 -0.645 0.162 0.601 1.063 -1.361 -0.022
N 1.624 -0.917 1.371 0.562 0.169 -0.313 0.198
C 1.304 -2.188 1.767 -0.241 -1.285 0.756 -0.717
C 1.293 -3.351 1.089 0.287 0.327 0.264 -1.728
C 1.726 -3.544 -0.325 0.182 0.002 0.003 0.059
C 2.987 -1.474 -0.649 0.162 0.270 -0.094 -0.410
H 2.757 0.624 -10.368 0.101 -0.025 -0.046 0.248
H 3.807 -0.777 -10.052 -0.005 0.045 0.056 0.321
H 4.202 0.820 -9.349 0.027 -0.046 0.002 0.374
H 5.060 -1.136 -8.097 0.013 0.015 -0.091 0.379
H 5.811 -2.022 -5.960 0.096 -0.082 0.063 0.458
H 2.026 -1.055 -4.199 -0.098 -0.011 0.104 0.522
H 1.254 -0.232 -6.372 -0.116 0.062 0.002 0.560
H 3.672 0.619 -3.267 0.024 0.040 -0.069 0.586
H 2.267 2.124 -1.866 -0.011 0.047 -0.023 0.521
H 0.930 -2.221 2.791 0.062 -0.027 -0.197 0.028
H 0.986 -4.243 1.620 -0.132 0.100 0.176 0.252
H 1.763 -4.618 -0.546 -0.016 0.117 -0.015 1.063
S 1.473 2.072 3.212 -0.188 0.028 -0.273 -0.720
C 0.871 3.645 3.757 -0.087 0.011 -0.184 0.907
C -0.100 3.769 4.746 0.110 -0.032 0.037 -0.416
C -0.438 5.017 5.237 0.036 0.043 0.069 -0.716
C 0.179 6.156 4.749 0.008 0.052 0.020 -0.755
C 1.145 6.039 3.764 -0.005 0.180 0.047 -0.568
C 1.492 4.795 3.273 0.042 -0.153 0.001 -0.695
H -0.578 2.890 5.152 0.010 -0.065 -0.027 0.315
H -1.180 5.103 6.017 -0.088 -0.026 0.050 0.492
H -0.083 7.126 5.145 -0.024 0.091 0.020 0.419
H 1.644 6.924 3.393 0.042 0.046 -0.061 0.427
H 2.271 4.698 2.530 0.052 -0.022 -0.075 0.493
```
Positions in Å, forces in eV/Å.

Summary:
**Largest force on an atom**: 2.82 eV Å⁻¹
**HOMO level (alpha / beta)**: -6.227 / -6.822 eV
**LUMO level (alpha / beta)**: -0.0159 / -0.0199 Ha
**Spin multiplicity**: 2
**Orbital gap (alpha / beta)**: 5.795 / 6.279 eV
**E_tot**: -9772.91828 Ha
**Expectation value of S²**: 0.7826